Density functional theory data (wB97M-V/def2-TZVPD) for a cluster of 9 separate species, C46H117N7O18 in total.

Each line ends with the Mulliken charge.
Atoms and positions in Å:
1 C -33.380 8.857 4.775  -0.2924
2 O -33.440 10.296 4.762  -0.5078
3 C -32.426 10.913 4.040  0.7857
4 C -32.670 12.407 4.077  -1.2559
5 N -31.492 13.024 3.508  0.5206
6 C -31.594 14.479 3.497  -1.0646
7 C -30.343 15.106 2.839  -0.1225
8 O -29.192 14.557 3.506  -0.0631
9 C -27.946 15.237 3.482  -0.8668
10 H -32.429 8.586 5.201  -0.0146
11 H -33.315 8.475 3.715  0.2162
12 H -34.293 8.455 5.287  0.3060
13 H -32.355 10.536 3.055  0.1572
14 H -31.448 10.773 4.556  -0.1740
15 H -32.848 12.738 5.123  0.2530
16 H -33.576 12.662 3.487  0.3724
17 H -30.746 12.755 4.077  -0.1597
18 H -31.660 14.830 4.537  0.3697
19 H -32.478 14.721 2.963  0.5586
20 H -30.327 16.172 2.808  0.6359
21 H -30.348 14.874 1.734  -0.2662
22 H -27.549 15.417 2.479  0.3648
23 H -27.267 14.599 4.056  0.1879
24 H -28.068 16.155 4.113  0.3165
25 C -30.370 2.828 -0.686  -0.8687
26 O -29.218 3.584 -0.383  -0.3313
27 C -29.070 3.856 1.059  -0.8414
28 C -27.745 4.503 1.323  0.8080
29 N -27.449 4.534 2.745  -0.0327
30 C -26.184 5.195 3.047  0.5443
31 C -25.993 5.011 4.543  -0.5142
32 O -25.675 3.635 4.870  -0.4993
33 C -25.734 3.389 6.257  -0.6120
34 H -31.232 3.262 -0.169  0.3589
35 H -30.336 1.803 -0.252  0.2977
36 H -30.507 2.921 -1.777  0.2677
37 H -29.079 2.896 1.661  0.5697
38 H -29.922 4.502 1.385  0.3170
39 H -27.811 5.546 0.998  -1.2719
40 H -26.982 4.023 0.677  0.5371
41 H -27.294 3.530 3.043  0.3192
42 H -26.188 6.277 2.820  -0.8573
43 H -25.330 4.866 2.424  0.4877
44 H -26.942 5.343 4.939  -0.1136
45 H -25.222 5.676 4.927  0.6340
46 H -25.703 2.299 6.459  0.3005
47 H -26.763 3.693 6.584  0.1280
48 H -24.947 3.884 6.769  0.3254
49 C -22.014 5.336 -4.432  -0.7068
50 O -21.907 5.912 -3.152  -0.3390
51 C -22.682 7.149 -3.002  -0.1145
52 C -22.386 7.588 -1.550  -0.6594
53 N -23.158 8.800 -1.233  -0.0770
54 C -24.554 8.575 -0.831  -0.4487
55 C -25.345 9.838 -0.435  0.5006
56 O -25.643 10.681 -1.516  0.6192
57 C -24.569 11.507 -1.990  -1.1862
58 H -23.038 5.073 -4.667  0.2999
59 H -21.372 4.410 -4.463  0.2424
60 H -21.600 6.001 -5.255  0.2659
61 H -23.724 7.006 -3.311  0.1046
62 H -22.291 7.959 -3.701  0.2720
63 H -21.376 7.871 -1.415  0.5013
64 H -22.543 6.725 -0.864  0.2099
65 H -22.650 9.294 -0.534  0.2698
66 H -24.636 7.847 0.016  -0.0069
67 H -25.184 8.058 -1.582  -0.0287
68 H -24.806 10.342 0.364  0.1612
69 H -26.267 9.512 0.019  -0.7984
70 H -23.849 10.865 -2.532  0.2469
71 H -24.039 11.958 -1.114  0.2026
72 H -24.916 12.317 -2.577  0.3073
73 C -25.881 11.820 2.301  -0.7971
74 O -26.208 12.503 1.040  -0.5217
75 C -27.458 12.057 0.572  0.4511
76 C -28.514 12.711 1.361  0.3415
77 N -29.829 12.256 0.929  1.5089
78 C -30.285 12.772 -0.319  -0.5540
79 C -31.622 12.227 -0.659  -1.2203
80 O -31.496 10.893 -1.066  0.5791
81 C -32.665 10.133 -1.166  -1.0881
82 H -26.120 12.470 3.139  0.1936
83 H -24.814 11.564 2.290  0.4288
84 H -26.421 10.901 2.368  0.3030
85 H -27.613 10.968 0.578  -0.3369
86 H -27.454 12.279 -0.510  0.4372
87 H -28.403 13.788 1.361  0.3667
88 H -28.309 12.453 2.402  -1.1234
89 H -30.538 12.492 1.648  -0.9792
90 H -29.621 12.545 -1.142  0.0828
91 H -30.333 13.841 -0.279  0.5684
92 H -32.130 12.840 -1.429  0.4032
93 H -32.251 12.226 0.213  0.4047
94 H -33.176 10.127 -0.209  0.3073
95 H -32.294 9.136 -1.364  0.2900
96 H -33.262 10.527 -1.945  0.3022
97 C -25.604 5.400 11.445  -0.6508
98 O -26.903 5.798 11.656  -0.3466
99 C -27.809 5.630 10.614  -0.5177
100 C -27.701 6.710 9.492  -0.4940
101 N -28.548 6.299 8.344  -0.2243
102 C -28.840 7.452 7.454  -0.2277
103 C -29.829 7.033 6.418  -0.0124
104 O -29.286 6.059 5.606  -0.2170
105 C -30.177 5.866 4.517  -0.5139
106 H -25.021 6.047 10.744  0.2432
107 H -25.464 4.339 11.137  0.2895
108 H -25.080 5.559 12.397  0.2501
109 H -28.860 5.655 10.936  0.3353
110 H -27.739 4.625 10.174  0.3591
111 H -26.668 7.017 9.273  0.2475
112 H -28.125 7.571 10.011  0.2707
113 H -28.084 5.567 7.836  0.2132
114 H -27.886 7.910 7.067  -0.1994
115 H -29.362 8.189 8.032  0.4998
116 H -30.135 7.902 5.823  -0.2629
117 H -30.731 6.737 6.976  0.3627
118 H -31.160 5.569 4.798  0.5502
119 H -29.727 5.131 3.860  0.0311
120 H -30.265 6.794 3.880  -0.0367
121 C -26.710 8.728 -7.256  -0.5157
122 O -26.552 7.703 -6.285  -0.4889
123 C -27.449 7.890 -5.219  -0.6364
124 C -27.183 9.216 -4.467  -0.4815
125 N -27.908 9.418 -3.190  0.5294
126 C -29.344 9.679 -3.368  0.2238
127 C -29.719 10.999 -3.977  -0.5125
128 O -29.442 11.111 -5.360  -0.4147
129 C -30.394 10.495 -6.196  -0.5923
130 H -25.810 9.320 -7.234  0.2478
131 H -27.644 9.247 -7.041  0.1353
132 H -26.794 8.327 -8.263  0.2839
133 H -27.229 7.104 -4.526  0.1438
134 H -28.423 7.826 -5.620  0.4799
135 H -27.319 10.115 -5.092  0.6691
136 H -26.081 9.181 -4.216  0.2660
137 H -27.436 10.165 -2.700  -0.4580
138 H -29.886 9.590 -2.421  -0.6030
139 H -29.736 8.877 -3.980  0.6665
140 H -29.110 11.765 -3.453  -0.1727
141 H -30.802 11.196 -3.827  0.3525
142 H -30.207 10.898 -7.202  0.2453
143 H -31.450 10.663 -5.973  0.3137
144 H -30.131 9.409 -6.221  0.1765
145 C -30.295 12.328 7.059  -0.7995
146 O -29.671 11.265 6.401  -0.3338
147 C -28.369 11.559 5.964  -0.3259
148 C -27.635 10.290 5.506  1.6281
149 N -26.440 10.036 6.371  -0.3467
150 C -25.473 9.023 5.927  -0.8029
151 C -25.178 9.079 4.464  1.3897
152 O -24.373 7.923 4.181  -0.3994
153 C -23.810 7.921 2.877  -0.5444
154 H -31.360 12.111 6.956  0.1781
155 H -29.965 13.264 6.573  0.3177
156 H -30.079 12.407 8.156  0.2705
157 H -27.836 11.952 6.840  0.5107
158 H -28.457 12.277 5.133  0.2311
159 H -27.372 10.350 4.409  -1.1471
160 H -28.343 9.488 5.654  -0.6715
161 H -26.002 10.979 6.449  0.4477
162 H -25.908 8.061 6.166  -0.0720
163 H -24.591 9.050 6.612  0.4824
164 H -24.532 9.939 4.258  0.2381
165 H -26.015 9.098 3.801  -1.0243
166 H -24.525 7.739 2.081  -0.0588
167 H -23.116 7.114 2.942  0.4551
168 H -23.288 8.867 2.641  0.3097
169 C -30.081 6.525 -0.800  -0.0623
170 C -28.834 6.532 -1.551  -0.3025
171 O -28.115 7.680 -1.148  0.4578
172 O -30.883 7.723 -0.975  -0.6548
173 H -29.904 6.322 0.291  -0.4157
174 H -30.716 5.673 -1.113  0.2838
175 H -29.054 6.488 -2.629  0.2560
176 H -28.254 5.611 -1.312  0.3057
177 H -27.999 8.265 -1.920  -0.4487
178 H -30.579 8.352 -0.310  0.0331
179 C -29.374 9.146 2.206  0.0824
180 C -28.219 8.101 2.331  -0.2749
181 O -27.176 8.381 1.431  1.8902
182 O -29.718 9.397 0.850  1.1181
183 H -29.188 10.083 2.690  -0.4587
184 H -30.266 8.674 2.676  0.1532
185 H -28.652 7.136 2.168  -0.3973
186 H -27.817 8.078 3.347  0.1912
187 H -27.373 8.035 0.572  -0.5081
188 H -29.808 10.396 0.707  -1.3834

## Properties
energy above the lowest of the compared OMol25 structures with the same formula, charge and spin: 140.3 kJ/mol
energy: -96873.857 eV
largest force on an atom: 3.16 eV/Å
charge: 0
LUMO energy: 0.51 eV
HOMO-LUMO gap: 9.1643 eV
structure (SMILES): COCCNCCOC.COCCNCCOC.COCCNCCOC.COCCNCCOC.COCCNCCOC.COCCNCCOC.COCCNCCOC.OCCO.OCCO